ORCA calculation (the ωB97M-V functional and the def2-TZVPD basis) on the molecule C4H6S2.

Values from the calculation:
Maximum force (hartree/bohr): 0.034
E_tot (eV): -25914.5220
Molar mass (g mol⁻¹): 118.2
Total charge: 0

The geometry in XYZ format:
```
12
C4H6S2 | the Open Molecules 2025 dataset | the ωB97M-V functional and the def2-TZVPD basis
S 2.032 -0.388 -0.230
S -2.016 0.357 -0.240
C -0.618 -0.361 0.163
C -0.604 -1.880 0.313
C 0.690 0.427 0.140
C 0.564 1.889 0.315
H 0.023 -2.304 1.046
H -0.338 -2.337 -0.625
H -0.006 2.078 1.206
H 1.486 2.411 0.351
H 0.033 2.301 -0.589
H -1.642 -2.103 0.545
```

=====

ORCA calculation (the ωB97M-V functional and the def2-TZVPD basis) on C18H16FeN2O5S as an isolated structure.

Values from the calculation:
Maximum force (hartree/bohr): 0.067
E_tot (eV): -77364.3659
Molar mass (g mol⁻¹): 428.2
Spin multiplicity: 6
⟨S²⟩: 8.81
Total charge: -1

The geometry in XYZ format:
```
43
C18H16FeN2O5S | the Open Molecules 2025 dataset | the ωB97M-V functional and the def2-TZVPD basis
Fe 0.694 0.350 -0.324
S 0.225 -2.537 -2.326
O 2.230 0.284 1.114
O 1.675 0.152 -1.966
O -2.671 2.587 -0.756
O 3.005 1.350 3.046
O -0.945 1.084 -1.171
N 1.103 -0.104 -3.158
N 0.371 2.038 0.772
C 1.301 0.841 -4.123
C 0.018 -1.804 -0.737
C -0.349 4.048 2.532
C 2.271 1.285 2.033
C -1.054 3.910 1.282
C 0.620 -2.084 2.969
C -0.135 -0.340 -5.689
C -0.099 -1.939 0.490
C 0.367 -1.194 -3.442
C -0.763 -3.920 1.829
C -1.559 2.131 -0.617
C -0.706 2.775 0.512
C -0.167 -1.382 -4.754
C -0.492 -2.379 1.871
C 0.657 0.817 -5.333
C 0.789 3.202 2.805
C 1.088 2.237 1.888
C -1.777 -1.577 2.268
H 1.041 -3.000 3.494
H -2.619 -1.633 1.499
H -1.556 -0.504 2.515
H 0.840 1.615 -6.072
H 1.902 1.705 -3.794
H -0.712 4.734 3.274
H 0.091 -4.606 1.836
H -1.953 4.537 1.037
H -2.123 -2.006 3.155
H 1.428 -1.565 2.438
H -1.236 -4.141 2.779
H 0.288 -1.307 3.699
H 1.335 3.261 3.746
H -1.386 -4.188 0.956
H -0.574 -0.340 -6.642
H -0.462 -2.391 -4.933
```

=====

ORCA calculation (the ωB97M-V functional and the def2-TZVPD basis) on a 2-piece molecular cluster, C4H5N3O overall.

Values from the calculation:
Maximum force (hartree/bohr): 0.118
E_tot (eV): -10742.1744
Molar mass (g mol⁻¹): 111.1
Total charge: 0

The geometry in XYZ format:
```
13
C4H5N3O | the Open Molecules 2025 dataset | the ωB97M-V functional and the def2-TZVPD basis
O -0.366 -1.672 0.748
N -2.279 -0.492 -0.773
N -0.238 0.500 -0.270
N 1.969 0.957 -0.032
C -1.488 0.575 -0.629
C 1.713 -0.410 0.257
C 0.833 1.390 -0.430
C 0.432 -0.624 0.193
H 0.021 -1.834 2.142
H 2.557 -1.044 0.711
H 0.602 2.413 -0.706
H -2.038 -1.457 -0.383
H -1.718 1.698 -0.826
```

=====

ORCA calculation (the ωB97M-V functional and the def2-TZVPD basis) on a 2-piece molecular cluster, C5H14N2 overall.

Values from the calculation:
Maximum force (hartree/bohr): 0.103
E_tot (eV): -8383.7274
Molar mass (g mol⁻¹): 102.2
Total charge: 0

The geometry in XYZ format:
```
21
C5H14N2 | the Open Molecules 2025 dataset | the ωB97M-V functional and the def2-TZVPD basis
N -1.896 -1.380 0.762
N 1.454 0.986 -1.502
C -3.039 0.878 0.188
C 1.543 -1.485 -0.225
C 1.672 0.986 -0.064
C -1.743 -0.019 0.264
C 2.416 -0.350 0.276
H 2.079 -2.423 -0.140
H -1.025 0.072 -0.623
H -2.879 2.025 0.002
H -1.942 -2.086 0.122
H 1.203 1.963 -1.837
H -1.195 0.374 1.208
H 3.343 -0.421 -0.147
H 1.388 -1.115 -1.299
H -3.786 0.625 -0.656
H 0.697 1.016 0.552
H 2.515 -0.425 1.416
H 0.558 -1.641 0.227
H -3.676 0.662 1.127
H 2.312 1.757 0.348
```

=====

ORCA calculation (the ωB97M-V functional and the def2-TZVPD basis) on C19H24Cl3N5O2ReSSi as an isolated structure.

Values from the calculation:
Maximum force (hartree/bohr): 0.074
E_tot (eV): -90035.8775
Molar mass (g mol⁻¹): 707.2
Spin multiplicity: 4
⟨S²⟩: 3.77
Total charge: +2

The geometry in XYZ format:
```
56
C19H24Cl3N5O2ReSSi | the Open Molecules 2025 dataset | the ωB97M-V functional and the def2-TZVPD basis
Re 0.001 -0.241 0.417
Cl -1.464 1.860 -2.826
Cl -0.986 3.469 -0.155
Cl 1.669 1.813 -1.475
S -0.636 -2.501 -1.088
Si -0.332 1.784 -1.114
O -1.423 -1.367 -0.474
O -0.902 -3.766 -0.467
N 0.011 0.867 2.142
N 0.853 -1.723 -0.788
N 1.700 -1.412 1.248
N 1.532 2.454 1.851
N -0.408 3.046 2.890
C -0.766 -1.378 -3.588
C 1.956 3.847 1.735
C 1.715 -2.259 0.204
C 2.469 -1.610 2.340
C 3.042 -2.828 2.518
C 2.341 -3.512 0.339
C 2.914 -3.786 1.518
C 1.424 4.613 2.946
C -1.092 -1.317 -4.885
C -0.982 -2.575 -2.806
C -1.182 0.348 2.897
C 0.346 2.148 2.312
C -0.045 4.477 3.048
C -1.830 -3.613 -4.765
C -2.277 1.379 2.957
C -1.703 2.646 3.502
C -1.506 -2.477 -5.549
C -1.762 -2.471 -7.049
C -1.541 -3.666 -3.416
H -0.391 4.786 4.029
H 2.066 1.709 1.395
H 2.413 -0.826 3.136
H -1.739 -4.562 -2.848
H -2.785 -2.315 -7.253
H -0.874 -0.475 -5.470
H 3.688 -2.973 3.375
H -0.262 -0.583 -3.025
H -2.370 3.464 3.292
H -0.490 5.184 2.418
H -2.108 -4.543 -5.248
H 3.246 -4.777 1.658
H -1.520 2.660 4.561
H -1.620 -0.487 2.303
H 1.670 4.355 0.810
H 3.086 3.891 1.694
H -1.251 -1.569 -7.451
H -0.901 0.027 3.954
H 1.841 4.065 3.792
H -1.318 -3.377 -7.488
H 2.380 -4.238 -0.498
H -2.612 1.611 1.955
H 1.841 5.619 2.902
H -3.125 1.107 3.589
```

=====

ORCA calculation (the ωB97M-V functional and the def2-TZVPD basis) on a 3-piece molecular cluster, C33H54N3O6 overall.

Values from the calculation:
Maximum force (hartree/bohr): 0.086
E_tot (eV): -51845.9665
Molar mass (g mol⁻¹): 588.8
Spin multiplicity: 3
⟨S²⟩: 2.01
Total charge: -1

The geometry in XYZ format:
```
96
C33H54N3O6 | the Open Molecules 2025 dataset | the ωB97M-V functional and the def2-TZVPD basis
O -0.318 3.209 1.199
O 1.986 1.257 2.537
O 0.484 -1.987 7.502
O -1.458 -0.069 -4.479
O 3.122 1.993 0.745
O -2.510 0.077 0.919
N -1.656 0.374 -5.806
N 0.764 -0.793 7.001
N -0.319 0.965 0.808
C 2.387 1.166 1.208
C 3.275 -1.013 7.088
C -2.210 -0.494 -8.067
C -2.320 1.704 -5.745
C 2.172 0.295 5.256
C 2.163 -3.656 -2.613
C 1.227 -3.134 -1.610
C -1.404 0.176 1.364
C 2.890 -0.581 -4.955
C -4.574 0.610 -6.225
C -1.073 -0.569 2.717
C 1.905 0.030 0.263
C -3.812 1.618 -5.375
C -1.624 2.645 -4.750
C 1.345 -0.897 -2.816
C 3.337 0.077 8.154
C 2.054 0.096 8.974
C 1.991 -2.125 5.257
C -3.888 -0.746 -6.182
C 0.773 0.185 8.129
C -0.426 0.004 9.080
C 2.021 -0.914 6.206
C 0.826 -1.725 -1.727
C 0.418 0.292 -0.276
C -1.579 2.703 -0.770
C 2.678 -2.833 -3.692
C -0.144 -1.127 -0.629
C -0.716 2.330 0.476
C 2.269 -1.437 -3.796
C -2.389 -0.698 -6.536
C 0.601 1.623 7.563
C -1.806 -2.096 -6.263
C -2.186 2.432 -7.103
H -4.660 0.968 -7.257
H 2.011 -3.076 5.792
H 2.028 -0.811 9.590
H -1.396 0.198 -8.293
H 0.015 -0.433 2.971
H -3.120 -0.125 -8.551
H -2.047 3.654 -4.812
H 1.526 2.202 7.605
H -4.017 -1.162 -5.176
H -0.731 -2.124 -6.475
H -0.443 0.800 9.826
H 2.398 1.228 5.771
H 4.012 -0.669 -4.903
H -1.363 -1.642 2.671
H 2.990 0.137 4.554
H -2.211 3.580 -0.481
H -1.374 0.032 8.532
H -1.628 -0.034 3.539
H 1.893 -0.993 0.719
H -1.943 -1.425 -8.576
H 2.510 -0.967 -5.931
H 1.009 0.168 -2.864
H 0.246 1.619 6.532
H 0.845 -3.757 -0.775
H 3.513 1.053 7.690
H -1.957 -2.416 -5.231
H 1.267 0.442 4.666
H -2.296 -2.843 -6.896
H -2.218 1.852 -1.106
H 4.175 -0.963 6.470
H -0.383 -0.937 9.632
H 2.864 -2.121 4.601
H 2.090 0.934 9.677
H 1.101 -2.106 4.623
H -4.286 2.603 -5.474
H -0.080 -1.863 0.225
H -2.790 1.991 -7.895
H -4.408 -1.433 -6.861
H -5.598 0.515 -5.849
H -1.145 2.448 -7.434
H 3.305 -1.989 7.588
H -0.881 3.028 -1.588
H 1.566 2.137 2.610
H -2.515 3.474 -7.020
H -0.554 2.721 -4.964
H 2.620 -0.010 -0.598
H 4.189 -0.105 8.813
H 2.668 0.505 -4.795
H -1.746 2.320 -3.715
H -3.920 1.337 -4.321
H 3.408 -3.264 -4.408
H 2.482 -4.718 -2.490
H -0.146 2.193 8.119
H -1.153 -1.119 -1.109
```

=====

ORCA calculation (the ωB97M-V functional and the def2-TZVPD basis) on a 2-piece molecular cluster, C3H6Cl2NO2P overall.

Values from the calculation:
Maximum force (hartree/bohr): 0.053
E_tot (eV): -43125.4377
Molar mass (g mol⁻¹): 190.0
Total charge: 0

The geometry in XYZ format:
```
15
C3H6Cl2NO2P | the Open Molecules 2025 dataset | the ωB97M-V functional and the def2-TZVPD basis
Cl -0.270 -1.102 2.886
Cl 1.649 0.849 1.562
P -0.047 0.955 2.702
O -0.791 0.698 0.407
O -1.883 -1.184 0.558
N 0.330 0.016 -2.028
C -0.560 -0.805 -1.422
C -0.972 -0.402 -0.096
C 0.809 1.161 -1.686
H -0.658 -1.818 -1.842
H -1.659 -2.107 0.636
H 0.914 1.052 3.946
H 1.638 1.556 -2.194
H 0.973 -0.466 -2.643
H 0.528 1.596 -0.788
```

=====

ORCA calculation (the ωB97M-V functional and the def2-TZVPD basis) on C27H23FNO3RuS5 as an isolated structure.

Values from the calculation:
Maximum force (hartree/bohr): 0.023
E_tot (eV): -95482.5689
Molar mass (g mol⁻¹): 689.9
Spin multiplicity: 2
⟨S²⟩: 0.78
Total charge: -2

The geometry in XYZ format:
```
61
C27H23FNO3RuS5 | the Open Molecules 2025 dataset | the ωB97M-V functional and the def2-TZVPD basis
Ru 1.653 0.658 0.142
S 6.882 5.751 -1.130
S 4.034 4.865 -1.171
S 1.691 2.949 -0.772
S 3.985 0.894 0.474
S 5.953 3.095 -0.156
F -4.524 1.618 -2.647
O 1.291 0.685 2.210
O -0.378 0.684 -0.138
O 0.346 -0.268 3.991
N -3.439 -0.051 2.523
C 6.177 -0.921 -2.882
C -5.766 -0.746 2.750
C 1.891 -1.058 -0.441
C -2.947 1.066 -0.995
C 1.970 -1.482 -1.914
C -4.499 -0.352 3.488
C -2.650 0.648 0.335
C -1.068 0.198 2.151
C -5.327 1.001 -0.528
C 3.450 -1.327 -2.325
C 5.774 -1.973 -2.070
C 5.675 4.626 -0.835
C -1.306 0.510 0.759
C 0.287 0.167 2.840
C -3.749 0.401 1.215
C 5.214 -0.080 -3.421
C 1.057 -0.591 -2.759
C 1.527 -2.939 -2.051
C -6.180 0.331 1.762
C 4.315 2.491 -0.131
C 3.866 -0.286 -3.142
C -5.052 0.589 0.802
C -4.092 -1.464 4.448
C 3.395 3.332 -0.630
C -2.127 -0.049 2.949
C -4.258 1.221 -1.368
C 4.423 -2.173 -1.799
H 1.572 -3.255 -3.099
H 3.138 0.396 -3.560
H -6.551 -0.937 3.486
H 2.099 -1.877 0.265
H -2.132 1.267 -1.676
H 0.017 -0.786 -2.486
H 6.511 -2.635 -1.628
H 1.190 -0.795 -3.829
H -4.717 0.552 4.076
H 4.133 -2.987 -1.145
H 7.228 -0.739 -3.067
H 2.148 -3.616 -1.461
H 5.507 0.757 -4.043
H -3.702 -2.317 3.886
H -6.441 1.244 2.313
H -3.329 -1.157 5.163
H -1.935 -0.265 3.987
H -6.344 1.139 -0.874
H 1.235 0.467 -2.575
H -4.971 -1.784 5.015
H -7.074 0.027 1.211
H -5.573 -1.679 2.208
H 0.496 -3.040 -1.700
```

=====

ORCA calculation (the ωB97M-V functional and the def2-TZVPD basis) on a 4-piece molecular cluster, C13H25Br2N3O overall.

Values from the calculation:
Maximum force (hartree/bohr): 0.021
E_tot (eV): -160488.9922
Molar mass (g mol⁻¹): 399.2
Total charge: 0

The geometry in XYZ format:
```
44
C13H25Br2N3O | the Open Molecules 2025 dataset | the ωB97M-V functional and the def2-TZVPD basis
Br -1.645 5.000 -0.940
Br -2.249 0.904 -2.915
O -0.082 1.416 0.583
N 3.283 4.386 -5.754
N -1.316 -6.390 1.887
N 0.641 -0.310 1.879
C -3.295 -3.582 2.130
C -2.398 2.388 -1.677
C -1.556 -5.282 1.702
C 2.594 2.906 -3.713
C -1.914 -3.874 1.493
C -3.191 -3.354 3.625
C -0.055 0.824 1.640
C 2.980 3.739 -4.855
C 3.374 1.483 -1.785
C 1.267 -1.022 0.775
C 3.804 2.311 -2.981
C 0.596 -0.969 3.166
C -1.280 3.377 -1.938
H -1.210 3.668 -2.979
H 0.515 -1.552 0.190
H 2.953 0.530 -2.116
H 1.609 -1.141 3.536
H 0.073 -0.342 3.884
H -2.577 -4.118 4.102
H 2.665 2.025 -1.163
H 4.409 1.706 -3.656
H -3.979 -4.410 1.955
H -4.183 -3.384 4.082
H 4.432 3.135 -2.638
H -0.347 2.996 -1.538
H 2.027 3.541 -3.023
H 2.036 -1.676 1.174
H 0.103 -1.940 3.085
H 1.874 2.162 -4.063
H -0.638 1.160 2.516
H 1.750 -0.300 0.120
H -2.301 1.967 -0.682
H -1.175 -3.232 1.959
H -1.972 -3.727 0.415
H -3.378 2.837 -1.797
H -2.782 -2.367 3.853
H -3.712 -2.694 1.654
H 4.248 1.206 -1.189
```

=====

ORCA calculation (the ωB97M-V functional and the def2-TZVPD basis) on C5H13N3 as an isolated structure.

Values from the calculation:
Maximum force (hartree/bohr): 0.128
E_tot (eV): -9862.3499
Molar mass (g mol⁻¹): 115.2
Total charge: 0

The geometry in XYZ format:
```
21
C5H13N3 | the Open Molecules 2025 dataset | the ωB97M-V functional and the def2-TZVPD basis
N -1.082 1.111 -0.244
N -1.589 -1.239 0.488
N -2.829 0.643 1.384
C -0.167 0.742 -1.289
C -2.023 -0.056 0.381
C 2.100 -1.361 -0.142
C 1.516 -0.082 0.406
C 1.240 0.943 -0.719
H -2.356 1.510 1.606
H 2.513 -2.041 0.607
H 2.858 -1.199 -0.916
H 2.353 0.317 1.002
H 0.591 -0.216 0.947
H -2.139 0.730 -0.573
H -2.178 -1.909 0.965
H -0.408 1.365 -2.154
H -0.320 -0.297 -1.627
H 2.079 1.026 -1.410
H -2.627 0.021 2.166
H 1.297 -1.954 -0.610
H 1.171 1.944 -0.268
```

=====

ORCA calculation (the ωB97M-V functional and the def2-TZVPD basis) on a 2-piece molecular cluster, C3H10OS overall.

Values from the calculation:
Maximum force (hartree/bohr): 0.049
E_tot (eV): -16155.1216
Molar mass (g mol⁻¹): 94.2
Total charge: 0

The geometry in XYZ format:
```
15
C3H10OS | the Open Molecules 2025 dataset | the ωB97M-V functional and the def2-TZVPD basis
S -1.425 1.156 1.849
O 0.889 3.284 -2.601
C 0.747 -1.637 -0.253
C -0.418 -0.282 1.532
C -0.553 -0.716 0.034
H 0.678 0.021 1.671
H -0.589 0.159 -0.624
H 0.340 -2.551 0.136
H 1.174 -1.693 -1.262
H 0.934 2.414 -3.024
H -0.740 -1.149 2.129
H -2.628 0.567 1.910
H 1.584 -1.382 0.453
H -1.490 -1.245 -0.074
H 1.497 3.054 -1.877
```

=====

ORCA calculation (the ωB97M-V functional and the def2-TZVPD basis) on a 2-piece molecular cluster, H5P3 overall.

Values from the calculation:
Maximum force (hartree/bohr): 0.052
E_tot (eV): -27942.9165
Molar mass (g mol⁻¹): 98.0
Total charge: 0

The geometry in XYZ format:
```
8
H5P3 | the Open Molecules 2025 dataset | the ωB97M-V functional and the def2-TZVPD basis
P -1.794 0.505 -0.158
P 1.387 0.548 -0.279
P -0.245 -0.912 -0.251
H 2.370 -0.453 -0.393
H -2.256 -0.045 -1.361
H -0.169 -1.831 2.042
H 1.607 0.690 1.218
H -0.901 1.498 -0.818
```

=====

Question: Look up the E_tot of the first one.
Answer: -25914.5220 eV

=====

Question: What is the maximum force in the second record?
Answer: 0.067 hartree/bohr

=====

Copy entry 3 word for word.
ORCA calculation (the ωB97M-V functional and the def2-TZVPD basis) on a 2-piece molecular cluster, C4H5N3O overall.

Values from the calculation:
Maximum force (hartree/bohr): 0.118
E_tot (eV): -10742.1744
Molar mass (g mol⁻¹): 111.1
Total charge: 0

The geometry in XYZ format:
```
13
C4H5N3O | the Open Molecules 2025 dataset | the ωB97M-V functional and the def2-TZVPD basis
O -0.366 -1.672 0.748
N -2.279 -0.492 -0.773
N -0.238 0.500 -0.270
N 1.969 0.957 -0.032
C -1.488 0.575 -0.629
C 1.713 -0.410 0.257
C 0.833 1.390 -0.430
C 0.432 -0.624 0.193
H 0.021 -1.834 2.142
H 2.557 -1.044 0.711
H 0.602 2.413 -0.706
H -2.038 -1.457 -0.383
H -1.718 1.698 -0.826
```